1.
The following is a DFT calculation (wB97M-V/def2-TZVPD) of C20H21AuClN4O5SeSi as an isolated structure.

Output
* HOMO level: -11.796 eV
* energy relative to the best compared isomer or geometry (same formula, charge and spin): 138.7 kJ/mol
* LUMO: -6.9 eV

Structure (ORCA input):
```
! RIJCOSX wB97M-V def2-TZVPD def2/J DEFGRID3
* xyz 1 1
Au 0.925 0.690 -0.158
O -1.764 -3.748 2.924
C -1.363 -2.911 3.868
O -1.456 -3.176 5.035
C -0.770 -1.605 3.424
C -0.272 -0.643 4.292
Cl -0.261 -0.676 5.982
N 0.181 0.407 3.555
N 0.002 0.158 2.248
C -0.553 -1.034 2.153
C -0.872 -1.528 0.785
O -1.469 -2.572 0.602
O -0.526 -0.771 -0.230
C 0.769 1.668 3.921
C 0.742 2.689 2.976
C 1.305 3.918 3.270
C 1.896 4.144 4.505
C 1.910 3.126 5.442
C 1.349 1.887 5.160
H -1.689 -3.365 2.020
H 0.243 2.534 2.034
H 1.267 4.711 2.534
H 2.332 5.106 4.736
H 2.363 3.284 6.410
H 1.394 1.111 5.905
C 5.609 -1.005 -0.675
Si 4.413 -0.184 -1.823
C 5.076 1.208 -2.841
C 3.205 -1.298 -2.664
Se 3.149 0.936 -0.091
H 6.330 -1.567 -1.276
H 5.116 -1.711 -0.006
H 6.162 -0.280 -0.078
H 5.748 0.810 -3.606
H 5.644 1.916 -2.236
H 4.273 1.742 -3.350
H 3.707 -1.903 -3.422
H 2.426 -0.718 -3.162
H 2.737 -1.979 -1.952
N -4.518 0.672 -1.817
C -4.226 1.988 -1.886
O -5.030 2.838 -2.196
C -2.812 2.411 -1.544
C -2.506 3.760 -1.665
C -1.228 4.198 -1.367
C -0.286 3.279 -0.951
N -0.590 1.978 -0.828
C -1.823 1.544 -1.118
H -5.455 0.394 -2.059
H -3.848 -0.048 -1.618
H -3.285 4.435 -1.993
H -0.952 5.239 -1.452
H 0.723 3.569 -0.703
H -1.970 0.484 -0.995
*
```



2.
The following is a DFT calculation (wB97M-V/def2-TZVPD) of the molecule C23H32N2O3S2 at a distorted geometry.

Output
* HOMO level: -8.251 eV
* energy relative to the best compared isomer or geometry (same formula, charge and spin): 19.6 kJ/mol
* LUMO: 0.5 eV

Structure (ORCA input):
```
! RIJCOSX wB97M-V def2-TZVPD def2/J DEFGRID3
* xyz 0 1
C -7.459 -2.511 0.510
C -6.861 -1.177 0.182
C -5.495 -1.030 0.008
C -4.948 0.212 -0.310
C -5.779 1.322 -0.455
C -7.141 1.176 -0.282
C -7.679 -0.060 0.033
H -8.746 -0.165 0.167
H -7.792 2.031 -0.392
H -5.338 2.274 -0.700
C -3.522 0.363 -0.493
N -2.895 1.464 -0.797
C -1.571 1.128 -0.867
C -1.442 -0.206 -0.582
O -2.687 -0.690 -0.351
C -0.271 -1.109 -0.492
H 0.187 -1.243 -1.472
H -0.590 -2.078 -0.117
H 0.470 -0.685 0.186
C -0.547 2.145 -1.170
H -0.733 2.624 -2.132
H 0.462 1.741 -1.142
S -0.709 3.521 0.072
O 0.380 4.461 -0.240
C -0.078 2.545 1.529
C 1.322 2.023 1.293
O 1.571 0.828 1.277
N 2.228 2.998 1.124
H 1.861 3.913 0.877
C 3.609 2.759 0.759
C 3.794 2.675 -0.762
C 3.624 1.252 -1.282
H 2.858 0.722 -0.725
H 3.377 1.250 -2.345
S 5.196 0.322 -1.098
C 4.703 -1.299 -0.393
C 4.244 -1.189 1.053
C 3.979 -2.586 1.613
C 2.935 -3.307 0.768
C 3.396 -3.404 -0.683
C 3.670 -2.013 -1.252
H 2.739 -1.443 -1.258
H 4.031 -2.087 -2.280
H 2.635 -3.903 -1.287
H 4.309 -4.002 -0.735
H 2.757 -4.308 1.168
H 1.995 -2.754 0.814
H 3.632 -2.504 2.645
H 4.909 -3.161 1.615
H 5.014 -0.688 1.643
H 3.326 -0.603 1.116
H 5.649 -1.848 -0.433
H 3.064 3.334 -1.240
H 4.790 3.031 -1.031
H 3.933 1.827 1.227
H 4.199 3.582 1.168
H -0.097 3.235 2.371
H -0.776 1.728 1.697
H -4.839 -1.882 0.117
H -8.020 -2.890 -0.344
H -8.148 -2.425 1.348
H -6.687 -3.233 0.762
*
```



3.
The following is a DFT calculation (wB97M-V/def2-TZVPD) of a 7-piece molecular cluster, C6H22O7 overall at a distorted geometry.

Output
* HOMO level: -8.482 eV
* energy relative to the best compared isomer or geometry (same formula, charge and spin): 280.8 kJ/mol
* LUMO: 0.3 eV

Structure (ORCA input):
```
! RIJCOSX wB97M-V def2-TZVPD def2/J DEFGRID3
* xyz 0 1
C 1.663 -2.594 0.287
C 0.773 -1.590 0.260
O -0.255 -1.475 -0.623
C 0.837 -0.464 1.229
C 2.023 0.091 1.444
C 2.307 1.204 2.406
C 3.252 2.245 1.833
H 1.747 -3.251 -0.581
H 2.237 -2.732 1.198
H -0.166 -2.075 -1.347
H -0.096 -0.166 1.615
H 2.861 -0.167 0.800
H 1.448 1.724 2.823
H 2.691 0.742 3.321
H 4.180 1.817 1.499
H 2.807 2.749 0.984
H 3.375 2.986 2.613
O 0.359 -2.917 -2.787
H 1.117 -2.434 -3.049
H -0.234 -2.592 -3.457
O -3.187 1.678 0.150
H -3.740 2.376 -0.298
H -2.340 1.805 -0.228
O 0.016 3.772 3.235
H -0.521 4.534 3.050
H -0.574 3.009 3.037
O -3.982 -0.602 -1.078
H -3.133 -0.955 -0.689
H -3.862 0.323 -0.841
O -2.349 -2.436 -3.339
H -3.069 -2.014 -2.837
H -2.278 -3.316 -2.948
O 0.675 2.155 -1.493
H 1.316 2.026 -2.209
H 1.140 1.587 -0.820
*
```



4.
The following is a DFT calculation (wB97M-V/def2-TZVPD) of the molecule CH4NO3P at a distorted geometry.

Output
* HOMO level: -10.463 eV
* energy relative to the best compared isomer or geometry (same formula, charge and spin): 69.9 kJ/mol
* LUMO: -0.7 eV

Structure (ORCA input):
```
! RIJCOSX wB97M-V def2-TZVPD def2/J DEFGRID3
* xyz 0 1
C -0.295 1.948 -0.696
N 0.510 -1.382 1.268
O -1.563 -0.890 -0.418
O 0.934 -1.196 -1.216
O 0.134 1.084 0.046
P -0.097 -0.964 -0.194
H 0.155 2.945 -0.694
H -1.149 1.863 -1.318
H 1.437 -1.884 1.212
H -0.065 -1.524 2.010
*
```



5.
The following is a DFT calculation (wB97M-V/def2-TZVPD) of a 10-piece molecular cluster, C29H72B2N9O13P overall.

Output
* HOMO level: -7.683 eV
* LUMO: 0.6 eV

Structure (ORCA input):
```
! RIJCOSX wB97M-V def2-TZVPD def2/J DEFGRID3
* xyz 0 1
C 0.891 -2.601 1.575
O 1.080 -2.615 0.145
B 1.438 -1.392 -0.394
O 2.759 -1.050 -0.450
P 0.177 -0.107 -1.123
B -1.461 -0.322 -0.124
O -1.575 0.349 1.084
O -2.548 -1.009 -0.599
C -2.461 -2.436 -0.512
H 1.748 -3.060 2.060
H -0.014 -3.162 1.798
H 0.775 -1.584 1.963
H 3.280 -1.853 -0.331
H -0.119 -0.708 -2.356
H -0.994 0.009 1.765
H -3.045 -2.859 -1.329
H -1.428 -2.785 -0.568
H -2.925 -2.768 0.420
C -7.028 1.244 0.988
N -6.325 -0.014 1.109
C -5.647 -0.573 -0.057
C -6.269 -0.684 2.270
O -5.681 -1.744 2.431
H -7.824 1.165 0.241
H -6.342 2.037 0.683
H -7.461 1.516 1.947
H -6.050 -1.556 -0.292
H -4.587 -0.688 0.150
H -5.782 0.093 -0.908
H -6.803 -0.179 3.086
C 1.153 -8.367 2.031
N 1.156 -6.924 2.185
C 0.339 -6.119 1.292
C 1.890 -6.306 3.124
O 1.938 -5.099 3.290
H 1.498 -8.649 1.035
H 0.147 -8.763 2.176
H 1.815 -8.820 2.766
H 0.955 -5.416 0.730
H -0.393 -5.545 1.863
H -0.183 -6.775 0.600
H 2.466 -7.009 3.750
C -4.205 1.407 6.967
N -5.238 1.190 5.971
C -6.064 -0.005 6.053
C -5.455 2.060 4.977
O -6.323 1.947 4.123
H -3.481 0.590 6.945
H -4.645 1.473 7.962
H -3.689 2.342 6.760
H -5.952 -0.611 5.154
H -7.116 0.267 6.156
H -5.756 -0.588 6.917
H -4.767 2.921 5.001
C -8.294 5.347 5.655
N -7.465 5.312 6.844
C -7.367 6.490 7.688
C -6.775 4.212 7.192
O -6.054 4.123 8.170
H -7.948 6.121 4.969
H -9.334 5.551 5.918
H -8.242 4.385 5.148
H -6.333 6.829 7.752
H -7.709 6.265 8.698
H -7.981 7.283 7.266
H -6.927 3.376 6.492
C 4.117 3.160 -3.278
N 2.986 2.471 -3.879
C 2.316 3.070 -5.018
C 2.529 1.295 -3.417
O 1.581 0.690 -3.890
H 3.807 4.140 -2.912
H 4.915 3.296 -4.002
H 4.500 2.580 -2.443
H 1.265 3.254 -4.790
H 2.358 2.404 -5.881
H 2.804 4.011 -5.262
H 3.092 0.921 -2.547
C -7.554 -2.316 -5.101
N -6.572 -2.328 -4.038
C -5.335 -1.580 -4.195
C -6.759 -3.014 -2.893
O -5.957 -3.042 -1.980
H -7.131 -2.722 -6.022
H -7.899 -1.298 -5.295
H -8.409 -2.924 -4.814
H -4.475 -2.247 -4.131
H -5.236 -0.833 -3.407
H -5.338 -1.086 -5.164
H -7.722 -3.552 -2.858
C 9.453 5.555 -5.312
N 8.128 5.250 -4.813
C 6.966 5.626 -5.597
C 7.938 4.639 -3.636
O 6.848 4.374 -3.155
H 9.565 6.629 -5.449
H 9.621 5.048 -6.266
H 10.200 5.223 -4.598
H 6.331 6.309 -5.031
H 6.374 4.746 -5.850
H 7.295 6.113 -6.511
H 8.883 4.388 -3.129
C 11.231 7.877 0.174
N 10.471 7.324 -0.930
C 9.767 6.066 -0.742
C 10.395 7.943 -2.120
O 9.764 7.542 -3.081
H 12.018 7.187 0.482
H 10.580 8.069 1.029
H 11.690 8.815 -0.132
H 10.138 5.318 -1.443
H 8.698 6.191 -0.915
H 9.930 5.714 0.273
H 10.965 8.888 -2.147
C 4.549 -9.904 -2.915
N 3.297 -10.100 -2.214
C 2.062 -9.619 -2.810
C 3.233 -10.719 -1.019
O 2.205 -10.905 -0.396
H 4.741 -8.840 -3.070
H 4.527 -10.400 -3.888
H 5.364 -10.323 -2.330
H 1.580 -8.893 -2.154
H 1.367 -10.444 -2.966
H 2.286 -9.148 -3.764
H 4.219 -11.048 -0.649
*
```



6.
The following is a DFT calculation (wB97M-V/def2-TZVPD) of a 2-piece molecular cluster, C2H8N4O2 overall at a distorted geometry.

Output
* HOMO level: -9.433 eV
* energy relative to the best compared isomer or geometry (same formula, charge and spin): 439.3 kJ/mol
* LUMO: 0.4 eV

Structure (ORCA input):
```
! RIJCOSX wB97M-V def2-TZVPD def2/J DEFGRID3
* xyz 0 1
C -0.431 2.144 -0.728
N -0.792 0.728 -0.699
N -1.127 0.364 0.495
O -2.138 -0.638 0.420
H -0.047 2.389 -1.719
H 0.318 2.382 0.034
H -1.321 2.746 -0.520
H -2.706 -0.413 1.171
N 1.767 -0.775 1.028
C 1.131 -0.952 -0.149
N 0.364 -2.062 -0.268
O 1.402 -0.231 -1.170
H 1.546 -1.389 1.796
H 2.482 -0.063 1.043
H -0.362 -2.096 0.439
H -0.084 -2.135 -1.173
*
```



7.
The following is a DFT calculation (wB97M-V/def2-TZVPD) of a 6-piece molecular cluster, C26H49O18P overall.

Output
* HOMO level: -9.885 eV
* LUMO: 0.2 eV

Structure (ORCA input):
```
! RIJCOSX wB97M-V def2-TZVPD def2/J DEFGRID3
* xyz 0 1
O 3.292 2.289 -0.347
C 2.211 1.783 -0.277
O 1.975 0.463 -0.536
C 2.386 -0.023 -1.817
C 3.422 -1.163 -1.751
C 4.258 -1.153 -0.483
O 5.288 -0.147 -0.645
C 6.431 -0.724 -1.057
O 7.415 -0.139 -1.359
O 6.288 -2.079 -1.093
C 5.172 -2.359 -0.254
P 4.523 -4.036 -0.345
O 3.603 -4.280 0.766
O 5.792 -4.989 -0.324
O 3.906 -4.196 -1.809
H 1.310 2.321 0.036
H 1.498 -0.412 -2.313
H 2.756 0.797 -2.430
H 4.122 -1.005 -2.571
H 2.925 -2.116 -1.890
H 3.677 -0.997 0.419
H 5.509 -2.270 0.784
H 6.476 -4.675 -0.950
H 3.930 -5.136 -2.045
C -3.131 1.028 4.205
C -2.941 0.710 2.739
O -2.207 1.748 2.059
C -0.874 1.796 2.027
C -0.061 0.885 2.912
O -0.353 2.627 1.322
H -2.178 1.083 4.732
H -3.743 0.259 4.670
H -3.625 1.993 4.319
H -2.474 -0.260 2.580
H -3.903 0.679 2.237
H 0.157 1.412 3.840
H 0.877 0.667 2.406
H -0.547 -0.059 3.144
C -0.382 5.669 0.072
C -1.805 5.189 0.248
O -2.560 6.058 1.112
C -3.192 7.155 0.667
C -2.919 7.659 -0.733
O -3.937 7.735 1.412
H -0.339 6.645 -0.413
H 0.182 4.959 -0.533
H 0.103 5.759 1.043
H -2.320 5.059 -0.706
H -1.802 4.223 0.742
H -2.133 8.411 -0.681
H -3.826 8.127 -1.107
H -2.629 6.887 -1.440
C -5.990 4.064 -0.169
C -5.981 5.501 -0.647
O -5.730 5.600 -2.054
C -6.702 5.509 -2.983
C -8.084 5.053 -2.570
O -6.428 5.742 -4.127
H -6.799 3.492 -0.626
H -6.110 4.030 0.914
H -5.050 3.577 -0.430
H -6.893 6.033 -0.375
H -5.158 6.036 -0.185
H -8.147 3.975 -2.709
H -8.805 5.531 -3.229
H -8.350 5.295 -1.545
C -5.275 -2.395 -1.057
C -4.836 -3.258 0.107
O -4.461 -2.476 1.247
C -5.346 -2.035 2.159
C -6.827 -2.144 1.883
O -4.920 -1.505 3.149
H -6.169 -1.819 -0.817
H -5.490 -3.015 -1.927
H -4.486 -1.689 -1.318
H -5.590 -3.996 0.382
H -3.935 -3.809 -0.154
H -7.160 -1.215 1.422
H -7.337 -2.262 2.835
H -7.104 -2.977 1.243
C 8.619 -9.140 -0.398
C 9.327 -8.370 -1.491
O 8.638 -7.161 -1.831
C 8.815 -6.009 -1.169
C 9.580 -5.994 0.131
O 8.301 -5.012 -1.610
H 8.584 -8.577 0.535
H 9.131 -10.084 -0.209
H 7.592 -9.353 -0.694
H 10.368 -8.160 -1.242
H 9.334 -8.948 -2.413
H 8.865 -6.104 0.946
H 10.066 -5.027 0.223
H 10.339 -6.767 0.215
*
```



8.
The following is a DFT calculation (wB97M-V/def2-TZVPD) of the molecule C7H14N2 at a distorted geometry.

Output
* HOMO level: -8.328 eV
* energy relative to the best compared isomer or geometry (same formula, charge and spin): 358.6 kJ/mol
* LUMO: 0.8 eV

Structure (ORCA input):
```
! RIJCOSX wB97M-V def2-TZVPD def2/J DEFGRID3
* xyz 0 1
H -1.581 3.351 0.407
N -1.439 2.255 0.489
N -0.453 1.862 -0.121
C -0.232 0.459 -0.021
C -1.293 -0.396 -0.246
C -2.748 -0.164 -0.071
C -0.972 -1.771 -0.791
C 1.205 -0.002 0.109
C 1.956 0.669 -1.027
C 1.642 0.527 1.521
H -2.759 0.885 0.370
H -3.169 -0.033 -1.120
H -3.252 -0.852 0.530
H 0.008 -1.710 -1.318
H -1.924 -2.074 -1.337
H -0.705 -2.516 -0.021
H 1.176 -1.133 0.141
H 2.729 1.519 -0.630
H 1.294 1.205 -1.674
H 2.460 -0.042 -1.699
H 1.789 1.603 1.607
H 2.643 0.015 1.725
H 0.955 0.347 2.232
*
```



Repeat the third record exactly.
The following is a DFT calculation (wB97M-V/def2-TZVPD) of a 7-piece molecular cluster, C6H22O7 overall at a distorted geometry.

Output
* HOMO level: -8.482 eV
* energy relative to the best compared isomer or geometry (same formula, charge and spin): 280.8 kJ/mol
* LUMO: 0.3 eV

Structure (ORCA input):
```
! RIJCOSX wB97M-V def2-TZVPD def2/J DEFGRID3
* xyz 0 1
C 1.663 -2.594 0.287
C 0.773 -1.590 0.260
O -0.255 -1.475 -0.623
C 0.837 -0.464 1.229
C 2.023 0.091 1.444
C 2.307 1.204 2.406
C 3.252 2.245 1.833
H 1.747 -3.251 -0.581
H 2.237 -2.732 1.198
H -0.166 -2.075 -1.347
H -0.096 -0.166 1.615
H 2.861 -0.167 0.800
H 1.448 1.724 2.823
H 2.691 0.742 3.321
H 4.180 1.817 1.499
H 2.807 2.749 0.984
H 3.375 2.986 2.613
O 0.359 -2.917 -2.787
H 1.117 -2.434 -3.049
H -0.234 -2.592 -3.457
O -3.187 1.678 0.150
H -3.740 2.376 -0.298
H -2.340 1.805 -0.228
O 0.016 3.772 3.235
H -0.521 4.534 3.050
H -0.574 3.009 3.037
O -3.982 -0.602 -1.078
H -3.133 -0.955 -0.689
H -3.862 0.323 -0.841
O -2.349 -2.436 -3.339
H -3.069 -2.014 -2.837
H -2.278 -3.316 -2.948
O 0.675 2.155 -1.493
H 1.316 2.026 -2.209
H 1.140 1.587 -0.820
*
```



- Number 5 is which compound?
  C29H72B2N9O13P



- HOMO level of number 1 (C20H21AuClN4O5SeSi)?
  -11.796 eV



- Which of these has the lowest HOMO level?
  C20H21AuClN4O5SeSi